Entry 1:
The following is a DFT calculation (the ωB97M-V functional and the def2-TZVPD basis) of an isolated molecule of C4H8OS at a distorted geometry.

Positions of all 14 atoms, in Å:
C  -0.21224  -1.18381  0.75071
C  0.52027  -0.05432  0.09306
C  -0.25295  1.23118  0.25622
C  0.95270  -0.51510  -1.32231
H  -1.23620  -1.21193  0.24494
H  0.30347  -2.08282  0.62647
H  -0.26071  -0.89512  1.75495
H  1.55273  0.01422  0.53448
H  -0.22008  1.36955  1.35398
H  0.33028  1.96835  -0.32774
H  -2.22671  1.25501  0.31172
H  1.23065  -1.59233  -1.26994
O  -1.54692  1.29820  -0.33669
S  1.06571  0.39891  -2.66984

Summary:
- SMILES = C[C@@H](C=S)CO
- frontier orbital gap (eV) = 8.5
- HOMO energy (eV) = -8.6
- total charge = 0
- E (eV) = -17158.9259
- energy above the lowest of the compared OMol25 structures with the same formula, charge and spin (kcal/mol) = 35.1

***

Entry 2:
The following is a DFT calculation (the ωB97M-V functional and the def2-TZVPD basis) of a structure of composition H26O13 at a distorted geometry.

Positions of all 39 atoms, in Å:
O  26.04228  -22.28770  29.38614
H  26.45094  -21.63403  28.81874
H  25.10385  -22.11194  29.31760
O  22.36820  -22.22324  27.52709
H  21.69535  -22.72082  27.06243
H  22.69772  -22.82797  28.19188
O  23.30779  -22.45323  31.47430
H  24.10741  -22.97724  31.42683
H  23.33068  -22.05890  32.34620
O  24.34541  -22.23930  26.76798
H  24.29883  -23.12563  26.40955
H  23.43232  -21.98939  26.90957
O  22.49049  -23.08650  29.38638
H  21.61575  -22.74869  29.57859
H  23.03026  -22.78447  30.11690
O  25.61128  -19.14031  30.42253
H  25.08893  -19.39213  29.66098
H  25.89478  -18.24572  30.23392
O  24.15161  -21.19359  29.57889
H  23.36356  -20.83690  29.98871
H  23.82362  -21.75729  28.87825
O  26.29905  -21.54648  27.47001
H  26.33996  -21.79071  26.54540
H  25.43677  -21.84496  27.75915
O  24.93630  -20.73292  31.58395
H  24.21194  -21.01365  31.02473
H  25.27131  -19.94107  31.16328
O  22.07338  -20.39159  29.61221
H  21.34587  -20.87950  29.99807
H  21.83440  -19.47209  29.72896
O  22.76292  -20.22706  27.60901
H  22.49926  -21.14647  27.57137
H  22.32148  -19.88240  28.38526
O  23.99420  -24.48482  28.75870
H  23.98628  -23.54664  28.94841
H  24.84635  -24.64011  28.35133
O  24.43663  -19.12242  28.49137
H  23.81786  -19.71134  28.05948
H  24.29306  -18.27401  28.07205

Summary:
- frontier orbital gap (eV) = 7.1
- HOMO energy (eV) = -7.9
- total charge = 0
- E (eV) = -27022.4752
- energy above the lowest of the compared OMol25 structures with the same formula, charge and spin (kcal/mol) = 449.0

***

Entry 3:
The following is a DFT calculation (the ωB97M-V functional and the def2-TZVPD basis) of a structure of composition C36H34BClCrF2O3PS2 at a distorted geometry.

Positions of all 81 atoms, in Å:
Cr  -0.18708  -0.20797  0.48008
O  0.72642  1.55694  -1.78770
C  -0.24070  1.42455  -0.65335
C  -1.04410  2.55357  -0.51867
C  -1.18656  3.66599  -1.42791
C  -2.07658  4.67959  -1.17089
C  -2.87361  4.70936  -0.00899
C  -2.71404  3.68319  0.92151
C  -1.83834  2.64177  0.68893
P  -1.35256  1.34967  1.84285
C  -0.22931  2.30220  2.95215
C  -0.63619  3.08357  4.03351
C  0.27635  3.86049  4.73490
C  1.60996  3.89533  4.35108
C  2.02439  3.13960  3.26401
C  1.11725  2.34013  2.58003
C  -2.88167  1.06734  2.81301
C  -4.08033  0.97088  2.10674
C  -5.27399  0.70650  2.76449
C  -5.28645  0.51349  4.13941
C  -4.09174  0.54906  4.84431
C  -2.89864  0.81194  4.18310
H  -0.58662  3.69608  -2.32883
H  -2.17299  5.48704  -1.89149
H  -3.57993  5.51223  0.16276
H  -3.29245  3.70382  1.84215
H  -1.67912  3.09777  4.32439
H  -0.05939  4.44789  5.58247
H  2.31859  4.51174  4.89301
H  3.06110  3.17050  2.94717
H  1.43859  1.74631  1.73241
H  -4.06754  1.11647  1.03302
H  -6.19857  0.64575  2.20186
H  -6.22040  0.32636  4.65670
H  -4.08294  0.35206  5.91058
H  -1.96679  0.79892  4.73422
O  1.52532  -1.40196  1.32903
S  2.19191  -2.27124  2.33474
C  2.93676  -3.64649  1.34563
C  2.71565  -3.45532  -0.15009
C  1.35105  -3.95075  -0.63895
C  1.17876  -3.75294  -2.14323
S  0.48330  -2.07878  -2.49997
O  0.59054  -1.37894  -1.19178
C  -1.22157  -2.55676  -2.73544
C  -1.56426  -3.21083  -3.91152
C  -2.88644  -3.55637  -4.13678
C  -3.85703  -3.23486  -3.19558
C  -3.50622  -2.54650  -2.04653
C  -2.18195  -2.19191  -1.81401
C  3.70805  -1.39940  2.72564
C  4.35255  -1.64083  3.92636
C  5.47131  -0.89053  4.26431
C  5.92567  0.10100  3.40846
C  5.26178  0.34644  2.21446
C  4.14356  -0.40099  1.87084
H  2.46733  -4.56045  1.71478
H  3.99412  -3.66292  1.60745
H  3.50519  -3.99147  -0.68479
H  2.80993  -2.39485  -0.39532
H  0.56519  -3.41165  -0.10291
H  1.23740  -5.01286  -0.40339
H  0.50315  -4.47431  -2.59930
H  2.13769  -3.77724  -2.66479
H  -0.79882  -3.43572  -4.64895
H  -3.16418  -4.06310  -5.05261
H  -4.88911  -3.51374  -3.36717
H  -4.26271  -2.26925  -1.32364
H  -1.90042  -1.61883  -0.93848
H  3.97086  -2.40303  4.59770
H  5.97781  -1.06662  5.20492
H  6.78503  0.69986  3.68370
H  5.60592  1.13206  1.55399
H  3.58004  -0.19887  0.96685
F  1.37643  1.44913  -4.01454
B  0.42810  1.31688  -3.04800
F  -0.76225  0.88784  -3.52030
Cl  -1.07013  -1.89193  3.21188
C  -1.44478  -1.80874  1.39575
H  -2.53578  -1.70690  1.37411
H  -1.24087  -2.84230  1.07851

Summary:
- frontier orbital gap (spin up / spin down) (eV) = 3.3 / 3.9
- HOMO energy (spin up / spin down) (eV) = -1.2 / -1.8
- total charge = -1
- E (eV) = -122042.9120
- 2S+1 = 5
- energy above the lowest of the compared OMol25 structures with the same formula, charge and spin (kcal/mol) = 8.4

***

Q: The lowest E belongs to which entry?
A: C36H34BClCrF2O3PS2

***

Q: What is the energy above the lowest of the compared OMol25 structures with the same formula, charge and spin in the first record?
A: 35.1 kcal/mol